11
Properties=species:S:1:pos:R:3 method="wB97M-V/def2-TZVPD" smiles="C#CC(O)=C=C=C" relative_energy_kcal_mol=71.6 gap_ha=0.3056
C -0.491 1.216 -3.080
C -0.499 0.844 -1.935
C -0.588 0.544 -0.537
O -1.528 1.302 0.097
C 0.125 -0.344 0.149
C 0.667 -0.962 1.122
C 1.251 -1.569 2.127
H -0.446 1.551 -4.096
H -1.488 1.058 1.034
H 0.895 -1.411 3.146
H 2.102 -2.229 1.974


11
Properties=species:S:1:pos:R:3 method="wB97M-V/def2-TZVPD" smiles=C#Cc1ccco1 relative_energy_kcal_mol=33.6 gap_ha=0.3483
C -0.683 2.051 -1.796
C -0.669 1.588 -0.684
C -0.281 0.634 0.298
C -0.878 -0.546 0.631
C 0.184 -1.468 0.872
C 1.335 -0.763 0.719
O 1.076 0.518 0.397
H -0.624 2.278 -2.835
H -1.941 -0.745 0.594
H 0.098 -2.531 1.043
H 2.383 -1.016 0.760


11
Properties=species:S:1:pos:R:3 method="wB97M-V/def2-TZVPD" relative_energy_kcal_mol=65.3 gap_ha=0.3515
C -2.446 2.069 0.397
C -1.479 1.235 0.500
C -0.400 0.371 0.087
C 0.754 -0.016 0.693
C 1.387 -0.927 -0.208
C 0.567 -1.012 -1.286
O -0.525 -0.230 -1.125
H -1.905 1.205 1.561
H 1.111 0.317 1.658
H 2.324 -1.447 -0.066
H 0.611 -1.565 -2.213


15
Properties=species:S:1:pos:R:3 method="wB97M-V/def2-TZVPD" smiles="O=C1OC(=O)C2=C1SCCS2" relative_energy_kcal_mol=0.0 gap_ha=0.2843
O -0.415 -2.434 -2.445
C -0.610 -1.259 -2.073
O -1.471 -0.393 -2.667
C -1.575 0.657 -1.783
O -2.298 1.661 -1.900
C -0.647 0.504 -0.680
C -0.050 -0.719 -0.853
S 1.147 -1.434 0.206
C 0.912 -0.504 1.788
C 0.988 1.024 1.526
S -0.516 1.643 0.703
H -0.013 -0.818 2.211
H 1.625 -0.742 2.559
H 1.877 1.222 0.910
H 1.047 1.592 2.499